{"formula": "C3H10NOS", "method": "ωB97M-V with the def2-TZVPD basis set", "species": ["C", "N", "C", "C", "S", "H", "H", "H", "H", "H", "H", "H", "H", "H", "H", "O"], "positions_angstrom": [[-1.574, 2.426, -0.097], [-0.205, 1.762, -0.357], [-0.110, 0.556, 0.591], [1.025, -0.583, 0.340], [0.900, -2.202, 1.243], [-1.925, 2.461, 1.049], [-1.504, 3.536, -0.402], [-2.264, 1.859, -0.623], [-0.443, 1.221, -1.240], [-1.231, 0.101, 0.641], [0.015, 0.895, 1.600], [0.839, -0.946, -0.685], [2.063, -0.232, 0.381], [1.424, -2.936, -1.211], [1.431, -3.952, -0.114], [1.559, -3.964, -1.117]], "gap_ev": 6.4, "e_above_lowest_kj_mol": 208.2, "e_lumo_ha": 0.131, "total_energy_ha": -648.45227, "e_homo_ev": -2.81, "charge": -1}

***

{"formula": "C8H30B2O31", "method": "ωB97M-V with the def2-TZVPD basis set", "species": ["O", "C", "O", "B", "O", "C", "O", "O", "C", "O", "C", "O", "O", "O", "C", "O", "B", "O", "C", "O", "O", "C", "O", "C", "O", "O", "O", "H", "H", "O", "H", "H", "O", "H", "H", "O", "H", "H", "O", "H", "H", "O", "H", "H", "O", "H", "H", "O", "H", "H", "O", "H", "H", "O", "H", "H", "O", "H", "H", "O", "H", "H", "O", "H", "H", "O", "H", "H", "O", "H", "H"], "positions_angstrom": [[12.528, 20.097, 4.152], [11.416, 19.787, 4.469], [10.351, 19.657, 3.708], [9.279, 19.022, 4.488], [9.758, 19.032, 5.890], [11.037, 19.339, 5.892], [11.787, 19.260, 6.822], [8.987, 17.651, 4.063], [7.760, 17.567, 3.625], [7.203, 16.582, 3.240], [7.094, 18.951, 3.825], [7.997, 19.749, 4.360], [5.959, 19.203, 3.543], [8.292, 18.780, -2.507], [8.441, 19.172, -1.391], [8.851, 20.359, -0.999], [8.817, 20.429, 0.491], [8.429, 19.093, 0.935], [8.156, 18.324, -0.122], [7.699, 17.223, -0.088], [7.790, 21.470, 0.864], [8.349, 22.371, 1.636], [7.819, 23.302, 2.171], [9.861, 22.048, 1.746], [10.043, 20.910, 1.093], [10.716, 22.722, 2.241], [13.433, 23.284, 3.921], [14.195, 22.810, 4.270], [12.910, 22.607, 3.475], [3.220, 19.373, 4.693], [3.976, 19.312, 4.091], [3.631, 19.388, 5.562], [7.623, 16.886, 7.209], [8.233, 17.523, 6.813], [7.521, 17.188, 8.116], [7.782, 21.256, 7.106], [8.071, 20.406, 7.450], [8.587, 21.642, 6.731], [14.679, 18.311, 4.831], [13.885, 18.874, 4.849], [14.415, 17.552, 4.302], [14.618, 18.541, 7.826], [13.983, 18.003, 7.342], [15.462, 18.333, 7.413], [14.716, 21.366, 7.248], [14.463, 20.455, 7.476], [14.049, 21.910, 7.677], [11.019, 15.805, 5.520], [10.454, 15.873, 4.739], [10.553, 15.187, 6.090], [11.979, 20.495, 9.535], [11.423, 21.266, 9.676], [11.862, 20.284, 8.598], [10.559, 17.036, 8.776], [9.909, 16.505, 8.304], [11.266, 17.173, 8.135], [5.191, 15.091, 1.948], [5.943, 15.574, 2.326], [4.585, 14.995, 2.688], [8.367, 13.935, 3.350], [7.817, 14.607, 2.922], [7.778, 13.187, 3.478], [5.195, 18.647, 0.748], [5.428, 18.086, 0.001], [5.695, 18.276, 1.486], [9.400, 22.575, 5.217], [8.992, 22.070, 4.503], [9.741, 23.359, 4.773], [4.511, 21.415, 1.609], [5.014, 20.589, 1.638], [4.870, 21.872, 0.844]], "gap_ev": 9.5, "e_above_lowest_kj_mol": 0.0, "e_lumo_ha": 0.142, "total_energy_ha": -2705.69182, "e_homo_ev": -5.64, "charge": -2}

***

{"formula": "C35H76F18N5O22S6", "method": "ωB97M-V with the def2-TZVPD basis set", "species": ["C", "C", "C", "O", "C", "N", "H", "H", "H", "H", "H", "H", "H", "H", "H", "H", "H", "H", "C", "C", "C", "O", "C", "N", "H", "H", "H", "H", "H", "H", "H", "H", "H", "H", "H", "H", "C", "N", "C", "C", "C", "C", "O", "H", "H", "H", "H", "H", "H", "H", "H", "H", "H", "H", "H", "H", "H", "C", "N", "C", "C", "C", "C", "O", "H", "H", "H", "H", "H", "H", "H", "H", "H", "H", "H", "H", "H", "H", "C", "C", "C", "C", "N", "C", "C", "C", "C", "C", "C", "C", "H", "H", "H", "H", "H", "H", "H", "H", "H", "H", "H", "H", "H", "H", "H", "H", "H", "H", "H", "H", "H", "H", "H", "H", "C", "F", "F", "F", "S", "O", "O", "O", "C", "F", "F", "F", "S", "O", "O", "O", "C", "F", "F", "F", "S", "O", "O", "O", "C", "F", "F", "F", "S", "O", "O", "O", "C", "F", "F", "F", "S", "O", "O", "O", "C", "F", "F", "F", "S", "O", "O", "O"], "positions_angstrom": [[14.463, -2.024, -13.565], [13.309, -2.046, -14.567], [13.310, -0.848, -15.523], [12.259, -1.095, -16.405], [11.850, 0.035, -17.210], [13.344, -3.291, -15.399], [12.598, -3.294, -16.099], [14.256, -3.342, -15.873], [13.226, -4.109, -14.805], [14.475, -1.097, -12.995], [15.369, -2.134, -14.163], [14.344, -2.811, -12.819], [12.302, -1.971, -14.154], [14.266, -0.740, -16.048], [13.083, 0.027, -14.904], [12.756, 0.526, -17.552], [11.206, 0.734, -16.675], [11.305, -0.308, -18.086], [22.131, -3.677, -22.846], [20.988, -2.674, -22.836], [19.949, -2.975, -21.765], [18.887, -2.068, -21.851], [17.804, -2.522, -22.623], [21.571, -1.318, -22.607], [21.936, -0.967, -23.491], [20.868, -0.616, -22.309], [22.382, -1.392, -21.990], [22.926, -3.478, -23.575], [21.787, -4.627, -23.264], [22.643, -3.802, -21.891], [20.637, -2.756, -23.866], [20.456, -2.883, -20.800], [19.653, -4.027, -21.804], [17.125, -1.701, -22.860], [17.159, -3.253, -22.121], [18.091, -2.951, -23.590], [17.030, 0.252, -20.337], [17.137, 0.600, -18.872], [16.002, -0.125, -18.199], [18.455, -0.015, -18.394], [17.104, 2.052, -18.479], [17.340, 2.225, -16.973], [18.733, 2.426, -16.688], [16.129, 0.718, -20.747], [16.952, -0.804, -20.554], [17.786, 0.740, -20.983], [15.037, 0.220, -18.578], [15.901, 0.282, -17.196], [16.116, -1.197, -18.217], [18.450, -1.052, -18.718], [18.656, 0.167, -17.350], [19.282, 0.396, -18.970], [16.140, 2.455, -18.795], [17.866, 2.683, -18.930], [17.030, 1.480, -16.241], [16.793, 3.135, -16.693], [19.062, 3.083, -17.336], [19.347, 0.630, -15.492], [20.698, 1.002, -14.949], [21.691, 0.863, -16.035], [20.563, 2.399, -14.411], [20.984, 0.124, -13.734], [22.435, 0.099, -13.196], [22.507, 1.117, -12.180], [18.916, 1.451, -16.070], [18.701, 0.267, -14.696], [19.481, -0.163, -16.229], [22.656, 1.284, -15.764], [21.286, 1.370, -16.908], [21.843, -0.180, -16.293], [21.537, 2.708, -14.020], [20.058, 2.376, -13.447], [20.260, 3.022, -15.247], [20.829, -0.910, -14.059], [20.239, 0.300, -12.965], [23.191, 0.270, -13.958], [22.563, -0.849, -12.677], [23.186, 1.751, -12.429], [16.215, 2.559, -6.669], [15.672, 2.141, -8.035], [16.159, 3.075, -9.167], [15.223, 3.011, -10.384], [15.760, 3.611, -11.637], [14.679, 3.544, -12.717], [14.944, 2.319, -13.534], [16.482, 2.325, -13.602], [16.945, 2.804, -12.232], [16.169, 5.079, -11.466], [16.817, 5.702, -12.695], [17.627, 6.932, -12.248], [15.694, 3.464, -6.341], [17.274, 2.816, -6.613], [16.068, 1.858, -5.846], [14.599, 1.940, -8.083], [15.999, 1.117, -8.253], [17.169, 2.826, -9.501], [16.123, 4.102, -8.806], [14.396, 3.642, -10.049], [14.801, 2.027, -10.580], [14.829, 4.386, -13.391], [13.763, 3.655, -12.142], [14.490, 2.283, -14.520], [14.693, 1.374, -13.038], [16.835, 2.977, -14.402], [16.774, 1.300, -13.829], [17.855, 3.324, -11.955], [16.904, 1.912, -11.596], [16.834, 5.051, -10.603], [15.258, 5.598, -11.166], [16.166, 6.104, -13.470], [17.509, 4.997, -13.151], [18.420, 6.559, -11.589], [17.095, 7.604, -11.570], [18.060, 7.492, -13.071], [20.732, 3.907, -22.195], [20.597, 4.095, -23.521], [22.064, 3.894, -22.035], [20.164, 4.842, -21.472], [19.997, 2.221, -21.764], [19.806, 2.317, -20.320], [18.802, 2.071, -22.570], [21.025, 1.286, -22.248], [18.688, -3.860, -15.459], [19.814, -3.158, -15.337], [19.011, -5.001, -16.054], [18.177, -4.096, -14.245], [17.353, -2.939, -16.517], [17.426, -1.533, -16.136], [17.799, -3.191, -17.871], [16.066, -3.610, -16.290], [18.947, 5.928, -15.831], [19.413, 4.872, -15.125], [17.618, 5.917, -15.671], [19.448, 7.028, -15.231], [19.406, 5.973, -17.628], [18.839, 4.711, -18.109], [18.684, 7.134, -18.100], [20.852, 6.048, -17.634], [13.278, -1.907, -20.658], [13.309, -1.369, -19.415], [14.448, -2.544, -20.801], [12.192, -2.667, -20.679], [13.184, -0.417, -21.880], [13.900, -0.880, -23.054], [11.786, -0.194, -22.144], [13.861, 0.700, -21.243], [22.208, -2.675, -18.491], [20.898, -2.487, -18.636], [22.503, -3.063, -17.259], [22.556, -3.703, -19.303], [23.251, -1.154, -18.926], [23.198, -1.020, -20.377], [22.560, -0.064, -18.257], [24.544, -1.386, -18.329], [13.242, 4.799, -18.299], [14.417, 5.421, -18.168], [12.279, 5.715, -18.310], [13.245, 4.101, -19.422], [12.916, 3.646, -16.818], [13.661, 2.435, -17.162], [13.383, 4.335, -15.629], [11.464, 3.475, -16.789]], "gap_ev": 6.4, "e_lumo_ha": 0.017, "total_energy_ha": -7494.88165, "e_homo_ev": -5.94, "charge": -1}